(1)
A structure of composition C36H76F6IMnN7O16S6, computed with ωB97M-V with the def2-TZVPD basis set.

Element x y z (Å)
I1 -8.21 -30.74 -22.85
Mn1 -6.84 -29.43 -24.98
S1 -6.60 -26.07 -24.81
S2 -4.24 -30.01 -26.83
S3 -3.90 -29.16 -22.33
S4 -4.16 -27.36 -20.83
S5 -8.81 -26.82 -24.90
S6 -4.80 -31.93 -25.72
F1 -2.80 -29.28 -23.53
F2 -5.10 -26.60 -24.54
F3 -5.79 -32.58 -24.53
F4 -9.49 -28.14 -25.48
F5 -3.19 -26.52 -19.92
F6 -4.81 -28.52 -26.90
O1 -6.83 -25.23 -23.66
O2 -12.78 -30.19 -20.64
O3 -5.02 -28.83 -23.17
O4 -6.60 -25.40 -26.11
O5 -9.22 -25.92 -25.95
O6 -7.79 -30.70 -26.95
O7 -5.10 -32.81 -26.85
O8 -2.86 -29.81 -26.31
O9 -4.82 -28.23 -19.86
O10 -4.44 -30.45 -28.23
O11 -5.40 -25.76 -28.83
O12 -9.46 -26.67 -23.59
O13 -4.96 -26.36 -21.58
O14 -3.56 -32.16 -25.05
O15 -10.18 -29.71 -19.80
O16 -3.82 -30.47 -21.69
N1 -7.17 -27.46 -24.89
N2 -13.65 -29.77 -21.53
N3 -8.90 -30.54 -27.77
N4 -9.70 -29.01 -18.75
N5 -4.09 -25.11 -28.84
N6 -2.96 -27.86 -21.63
N7 -5.42 -30.54 -25.67
C1 -9.94 -31.70 -27.70
C2 -9.51 -33.03 -28.33
C3 -7.51 -30.53 -29.80
C4 -3.10 -25.94 -29.58
C5 -11.19 -31.25 -28.46
C6 -14.15 -29.03 -23.83
C7 -9.21 -27.06 -16.70
C8 -5.05 -23.16 -30.13
C9 -9.19 -27.64 -19.16
C10 -14.99 -29.89 -21.07
C11 -15.22 -29.38 -19.63
C12 -3.02 -27.28 -28.77
C13 -8.48 -26.99 -17.98
C14 -9.76 -28.43 -16.35
C15 -2.80 -23.06 -28.93
C16 -1.73 -25.23 -29.59
C17 -15.60 -29.26 -23.51
C18 -11.75 -29.30 -23.08
C19 -13.09 -31.34 -23.45
C20 -8.15 -27.77 -20.25
C21 -10.49 -29.12 -17.45
C22 -9.90 -29.45 -29.76
C23 -1.88 -23.75 -29.86
C24 -3.41 -26.23 -31.12
C25 -10.38 -26.66 -19.74
C26 -10.53 -31.98 -26.30
C27 -15.93 -29.08 -22.02
C28 -4.23 -23.65 -28.87
C29 -8.03 -28.40 -28.59
C30 -10.95 -30.66 -29.90
C31 -11.99 -28.69 -17.63
C32 -15.50 -31.32 -21.11
C33 -4.95 -23.06 -27.67
C34 -13.17 -29.88 -22.96
C35 -10.48 -30.59 -17.03
C36 -8.59 -29.77 -28.97
H1 -9.74 -32.40 -25.68
H2 -8.82 -27.96 -27.97
H3 -8.92 -28.97 -15.93
H4 -7.15 -29.98 -30.67
H5 -8.58 -28.17 -21.18
H6 -5.05 -21.98 -27.76
H7 -11.02 -29.35 -20.12
H8 -12.01 -31.97 -28.45
H9 -12.78 -29.21 -17.08
H10 -11.39 -32.66 -26.32
H11 -14.17 -29.34 -24.88
H12 -15.83 -30.29 -23.75
H13 -8.57 -26.57 -15.97
H14 -13.47 -32.07 -22.73
H15 -10.88 -31.07 -25.82
H16 -10.07 -25.61 -19.83
H17 -7.94 -27.79 -29.48
H18 -10.35 -33.57 -28.76
H19 -11.05 -30.60 -16.10
H20 -12.41 -28.72 -18.63
H21 -1.11 -25.36 -28.70
H22 -1.13 -25.63 -30.40
H23 -0.89 -23.30 -29.78
H24 -15.95 -28.02 -21.73
H25 -14.68 -28.43 -19.58
H26 -13.74 -31.54 -24.30
H27 -4.40 -23.15 -26.74
H28 -12.12 -31.73 -23.78
H29 -2.13 -27.83 -29.07
H30 -11.26 -29.47 -24.04
H31 -12.14 -27.66 -17.32
H32 -8.99 -32.97 -29.29
H33 -4.33 -26.79 -31.21
H34 -2.82 -26.96 -27.75
H35 -11.26 -26.68 -19.10
H36 -10.42 -31.41 -30.49
H37 -11.61 -28.22 -23.05
H38 -3.99 -27.78 -28.80
H39 -16.52 -31.39 -20.72
H40 -2.38 -23.11 -27.92
H41 -11.91 -30.40 -30.36
H42 -10.09 -26.41 -16.65
H43 -16.94 -29.49 -21.96
H44 -14.79 -29.94 -18.80
H45 -6.02 -23.65 -30.23
H46 -10.67 -27.00 -20.73
H47 -14.01 -27.95 -23.76
H48 -4.62 -23.34 -31.11
H49 -15.50 -31.82 -22.08
H50 -12.84 -31.15 -20.70
H51 -7.10 -28.28 -28.04
H52 -11.08 -31.20 -17.70
H53 -16.30 -29.36 -19.50
H54 -9.47 -30.97 -16.90
H55 -2.80 -21.99 -29.16
H56 -5.30 -22.12 -29.96
H57 -2.66 -26.89 -31.55
H58 -6.60 -30.84 -29.30
H59 -7.53 -27.52 -17.91
H60 -8.18 -25.96 -18.17
H61 -10.47 -28.25 -15.53
H62 -7.69 -26.81 -20.45
H63 -11.14 -29.75 -22.30
H64 -7.29 -31.45 -27.28
H65 -7.82 -31.51 -30.15
H66 -5.48 -26.00 -27.91
H67 -10.33 -28.51 -29.43
H68 -5.90 -23.59 -27.61
H69 -11.89 -30.53 -28.03
H70 -14.91 -31.93 -20.43
H71 -2.28 -23.63 -30.87
H72 -7.51 -28.64 -20.13
H73 -9.63 -29.17 -30.78
H74 -8.94 -33.64 -27.63
H75 -3.43 -25.28 -31.67
H76 -16.17 -28.60 -24.16

Values from the calculation:
E_HOMO (spin up / spin down) in eV: -3.540 / -3.572
HOMO-LUMO gap (spin up / spin down) in eV: 6.92 / 6.95
2S+1: 6
Charge: -2
Expectation value of S²: 8.76

Löwdin atomic charge list, values in e, 99 entries:
1 I 0.2057
2 Mn 0.6057
3 S 0.4312
4 S 0.6441
5 S 0.6021
6 S 0.4099
7 S 0.5963
8 S 0.4494
9 F -0.2327
10 F -0.1845
11 F -0.2704
12 F -0.2140
13 F -0.2147
14 F -0.2057
15 O -0.2223
16 O -0.0118
17 O -0.3737
18 O -0.2889
19 O -0.2515
20 O -0.0821
21 O -0.2833
22 O -0.2450
23 O -0.3049
24 O -0.2743
25 O -0.0248
26 O -0.2649
27 O -0.3137
28 O -0.2279
29 O -0.0465
30 O -0.2805
31 N -0.3375
32 N -0.1491
33 N -0.0737
34 N -0.0942
35 N -0.0601
36 N -0.2373
37 N -0.3703
38 C -0.4255
39 C -0.0328
40 C -0.0191
41 C -0.4521
42 C -0.1828
43 C -0.1356
44 C -0.2060
45 C -0.0313
46 C -0.4301
47 C -0.5254
48 C -0.0239
49 C -0.0308
50 C -0.1642
51 C -0.1617
52 C -0.1559
53 C -0.1506
54 C -0.2090
55 C -0.0524
56 C -0.0182
57 C -0.0643
58 C -0.4713
59 C -0.1017
60 C -0.2157
61 C -0.0214
62 C 0.0067
63 C -0.0424
64 C -0.1237
65 C -0.4874
66 C -0.0248
67 C -0.1258
68 C -0.0305
69 C -0.0552
70 C -0.0397
71 C -0.4020
72 C -0.0508
73 C -0.4793
74 H 0.0674
75 H 0.0718
76 H 0.1206
77 H 0.0841
78 H 0.0122
79 H 0.0810
80 H 0.0485
81 H 0.1033
82 H 0.0708
83 H 0.0864
84 H 0.1138
85 H 0.0994
86 H 0.1086
87 H 0.0624
88 H 0.0683
89 H 0.0740
90 H 0.0945
91 H 0.0809
92 H 0.0751
93 H 0.0482
94 H 0.1198
95 H 0.1082
96 H 0.1111
97 H 0.1161
98 H 0.0871
99 H 0.0760

(2)
A cluster of 4 separate species, C36H76N4O4 in total, computed with ωB97M-V with the def2-TZVPD basis set.

Element x y z (Å)
O1 0.71 1.37 1.37
O2 -0.76 -5.30 -0.57
O3 -2.25 0.53 7.70
O4 0.97 2.56 -6.32
N1 0.43 1.32 -5.93
N2 0.65 2.58 0.64
N3 -1.84 -0.07 6.47
N4 -0.14 -4.25 0.15
C1 -0.11 -2.98 -0.55
C2 -0.08 -0.74 5.03
C3 0.84 -0.91 -5.24
C4 -1.39 1.81 -0.36
C5 2.04 3.65 2.36
C6 -2.28 -0.37 4.09
C7 -0.38 0.01 6.30
C8 1.06 4.64 -1.26
C9 1.60 -2.35 1.34
C10 0.30 -5.92 1.85
C11 -2.90 1.79 5.18
C12 2.13 -5.22 0.32
C13 0.87 -4.73 1.07
C14 3.09 2.83 0.27
C15 2.70 0.54 -5.72
C16 -4.15 -0.31 5.73
C17 -1.48 2.47 -5.05
C18 -0.03 2.42 -0.65
C19 1.79 3.42 0.88
C20 -1.52 0.00 -5.16
C21 0.16 1.45 6.30
C22 1.21 -3.63 2.07
C23 1.55 4.75 0.19
C24 1.36 -0.35 -7.64
C25 -2.77 0.29 5.40
C26 1.28 0.18 -6.21
C27 0.76 1.44 -1.58
C28 0.69 -2.99 -1.88
C29 0.24 -0.72 7.50
C30 0.52 -1.92 0.37
C31 -1.56 -2.57 -0.82
C32 -0.20 3.79 -1.30
C33 -0.79 -0.16 3.83
C34 -0.64 -1.25 -5.31
C35 -1.02 1.28 -5.88
C36 -1.66 1.33 -7.27
H1 -2.55 -1.43 3.99
H2 1.81 -1.54 2.04
H3 0.01 1.50 2.02
H4 0.65 -3.95 -2.39
H5 2.46 -6.20 0.69
H6 1.22 1.50 6.08
H7 -2.11 -3.38 -1.32
H8 -1.80 0.15 -4.12
H9 1.05 -0.61 -4.21
H10 -0.27 -1.46 0.97
H11 -2.57 2.42 -4.96
H12 -0.51 -0.65 2.89
H13 -2.30 -0.25 8.27
H14 -0.38 -1.61 7.64
H15 0.15 -0.16 8.43
H16 2.16 2.72 2.91
H17 -2.15 2.27 4.55
H18 -0.90 -1.76 -6.24
H19 1.18 2.98 -5.48
H20 0.04 1.85 7.32
H21 1.01 -0.77 4.86
H22 -1.29 3.43 -5.53
H23 -0.62 -5.76 2.42
H24 -1.05 4.35 -0.89
H25 -1.64 -5.31 -0.18
H26 1.32 2.01 -2.32
H27 0.34 -0.50 -7.99
H28 -0.32 -1.81 5.05
H29 2.20 5.58 0.42
H30 -1.09 2.43 -4.03
H31 3.33 -0.34 -5.65
H32 -2.75 1.45 -7.28
H33 2.66 1.00 -4.73
H34 -1.63 -1.75 -1.54
H35 3.02 2.55 -0.78
H36 1.81 0.38 -8.31
H37 1.00 -6.25 2.63
H38 -1.50 0.38 -7.79
H39 1.73 -2.80 -1.58
H40 3.02 -4.62 0.57
H41 2.95 4.22 2.57
H42 1.24 -1.08 7.29
H43 -2.44 -0.25 -5.68
H44 0.41 -2.24 -2.61
H45 1.44 0.85 -0.98
H46 3.34 1.88 0.75
H47 -1.37 0.78 -0.01
H48 -4.23 -1.35 5.40
H49 -0.82 -2.03 -4.56
H50 0.61 5.14 0.64
H51 -2.09 -2.34 0.10
H52 2.53 -2.51 0.80
H53 0.93 -1.14 -0.28
H54 -2.92 0.06 3.30
H55 1.19 4.19 2.78
H56 2.15 -3.93 2.55
H57 -3.83 2.05 4.66
H58 -4.93 0.25 5.22
H59 -1.88 2.38 0.44
H60 -0.71 0.92 3.68
H61 -4.29 -0.29 6.81
H62 3.96 3.48 0.35
H63 -0.48 2.16 5.78
H64 0.08 0.73 -2.04
H65 0.22 -6.76 1.17
H66 2.08 -5.22 -0.76
H67 1.47 -1.79 -5.37
H68 0.47 -3.50 2.86
H69 3.16 1.26 -6.40
H70 1.84 4.16 -1.87
H71 0.90 5.62 -1.70
H72 -1.22 2.16 -7.83
H73 -2.09 1.74 -1.20
H74 1.89 -1.30 -7.71
H75 -2.93 2.32 6.13
H76 -0.40 3.64 -2.36

Values from the calculation:
E_HOMO in eV: -8.093
HOMO-LUMO gap in eV: 8.67
2S+1: 1
Structure (SMILES): CC1(C)CCCC(C)(C)N1O.CC1(C)CCCC(C)(C)N1O.CC1(C)CCCC(C)(C)N1O.CC1(C)CCCC(C)(C)N1O

Löwdin atomic charge list, values in e, 99 entries:
1 O -0.0194
2 O -0.0089
3 O -0.0234
4 O -0.0066
5 N -0.1127
6 N -0.1015
7 N -0.1020
8 N -0.1143
9 C -0.4951
10 C -0.1427
11 C -0.1646
12 C -0.0373
13 C -0.0319
14 C -0.1343
15 C -0.5189
16 C -0.1800
17 C -0.1725
18 C -0.0496
19 C -0.0407
20 C -0.0132
21 C -0.5134
22 C -0.0290
23 C -0.0362
24 C -0.0177
25 C -0.0365
26 C -0.4866
27 C -0.5373
28 C -0.1131
29 C -0.0146
30 C -0.1295
31 C -0.1429
32 C -0.0131
33 C -0.5061
34 C -0.5223
35 C -0.0118
36 C -0.0137
37 C -0.0337
38 C -0.1386
39 C -0.0277
40 C -0.1379
41 C -0.1711
42 C -0.1701
43 C -0.5193
44 C -0.0310
45 H 0.1155
46 H 0.1072
47 H 0.0674
48 H 0.0830
49 H 0.0790
50 H 0.0903
51 H 0.0785
52 H 0.1066
53 H 0.1046
54 H 0.0904
55 H 0.0939
56 H 0.0890
57 H 0.1001
58 H 0.0902
59 H 0.0771
60 H 0.0779
61 H 0.0678
62 H 0.1112
63 H 0.0997
64 H 0.0818
65 H 0.1258
66 H 0.0866
67 H 0.0855
68 H 0.1256
69 H 0.1008
70 H 0.0681
71 H 0.0606
72 H 0.1279
73 H 0.1236
74 H 0.0616
75 H 0.0877
76 H 0.0844
77 H 0.0781
78 H 0.0749
79 H 0.0608
80 H 0.0875
81 H 0.0878
82 H 0.0693
83 H 0.0825
84 H 0.0749
85 H 0.0882
86 H 0.0867
87 H 0.1117
88 H 0.0505
89 H 0.0658
90 H 0.0852
91 H 0.0700
92 H 0.0780
93 H 0.0977
94 H 0.1236
95 H 0.0831
96 H 0.1061
97 H 0.0966
98 H 0.1258
99 H 0.0896

(3)
A structure of composition C36H76N6NiO10, computed with ωB97M-V with the def2-TZVPD basis set.

Element x y z (Å)
Ni1 -3.69 -23.41 -26.72
O1 -3.85 -23.46 -28.74
O2 -2.82 -21.64 -29.22
O3 -1.80 -24.17 -26.83
O4 -4.19 -22.50 -30.67
O5 0.28 -24.34 -26.30
O6 0.77 -20.55 -29.65
O7 0.90 -27.46 -31.24
O8 0.63 -20.44 -24.79
O9 -0.53 -22.41 -26.85
O10 -5.24 -24.55 -25.66
N1 1.30 -21.21 -30.78
N2 -3.65 -22.50 -29.57
N3 1.72 -20.81 -23.98
N4 0.79 -28.15 -30.01
N5 -0.66 -23.62 -26.63
N6 -5.70 -24.92 -26.96
C1 2.73 -21.59 -30.60
C2 1.12 -19.19 -22.15
C3 2.94 -22.81 -29.66
C4 -1.16 -29.82 -30.19
C5 -0.90 -21.19 -31.88
C6 3.38 -21.17 -25.73
C7 0.90 -28.20 -27.52
C8 2.34 -23.02 -32.62
C9 0.28 -22.06 -31.42
C10 -5.46 -26.33 -27.30
C11 3.02 -20.38 -24.47
C12 0.89 -30.31 -28.81
C13 -6.16 -27.40 -26.42
C14 -6.65 -22.69 -27.31
C15 0.08 -21.51 -22.24
C16 0.91 -22.51 -32.72
C17 0.38 -29.57 -30.06
C18 1.13 -30.13 -31.28
C19 4.06 -20.94 -23.42
C20 -7.27 -24.52 -28.84
C21 -0.22 -23.26 -30.59
C22 1.83 -26.26 -28.72
C23 -5.81 -26.46 -28.78
C24 2.44 -21.28 -21.58
C25 0.75 -27.31 -28.80
C26 -7.24 -26.06 -29.13
C27 3.78 -20.75 -21.94
C28 0.35 -29.60 -27.56
C29 3.62 -20.37 -30.26
C30 1.37 -20.68 -22.55
C31 3.15 -18.90 -24.77
C32 -0.61 -26.62 -28.84
C33 3.20 -21.86 -32.04
C34 -8.11 -24.51 -26.49
C35 -6.92 -24.21 -27.38
C36 -3.96 -26.68 -27.32
H1 -7.38 -26.19 -30.21
H2 -0.04 -27.48 -31.47
H3 -1.33 -29.79 -31.27
H4 0.76 -30.21 -26.75
H5 -0.91 -26.03 -27.96
H6 3.18 -22.23 -25.54
H7 2.75 -21.03 -26.61
H8 -6.58 -24.08 -29.57
H9 -8.96 -23.86 -26.64
H10 -3.45 -26.04 -28.04
H11 4.60 -20.35 -30.74
H12 -0.59 -25.80 -29.57
H13 -3.77 -27.72 -27.56
H14 -1.49 -27.25 -28.90
H15 2.72 -23.45 -33.55
H16 0.51 -31.33 -28.84
H17 -1.80 -29.16 -29.62
H18 -5.92 -24.85 -25.04
H19 -0.21 -23.07 -29.51
H20 3.19 -21.02 -32.73
H21 -7.74 -24.40 -25.46
H22 3.65 -22.59 -28.86
H23 -3.44 -26.32 -26.42
H24 4.52 -21.28 -21.32
H25 0.26 -22.58 -22.09
H26 2.03 -23.29 -29.31
H27 0.99 -19.63 -29.86
H28 1.98 -30.30 -28.82
H29 2.44 -22.36 -21.78
H30 3.99 -19.73 -21.59
H31 3.91 -22.01 -23.59
H32 1.95 -21.32 -20.60
H33 -7.37 -22.02 -27.78
H34 0.95 -21.69 -33.43
H35 -1.24 -23.53 -30.86
H36 0.62 -18.54 -22.87
H37 -7.24 -27.41 -26.54
H38 0.23 -27.81 -26.75
H39 2.07 -18.70 -21.96
H40 -5.55 -27.48 -29.10
H41 -1.29 -30.87 -29.92
H42 3.81 -20.33 -29.19
H43 -5.83 -28.41 -26.65
H44 0.52 -19.23 -21.23
H45 -6.59 -22.32 -26.28
H46 0.99 -29.60 -32.22
H47 -8.25 -24.15 -29.15
H48 -0.60 -21.23 -21.43
H49 -0.58 -21.55 -23.11
H50 3.15 -19.47 -30.65
H51 -8.40 -25.56 -26.48
H52 0.41 -24.15 -30.62
H53 -0.67 -20.55 -32.73
H54 1.93 -25.43 -29.42
H55 -1.80 -21.77 -32.02
H56 -0.74 -29.68 -27.57
H57 -6.02 -27.10 -25.38
H58 2.75 -26.77 -29.03
H59 5.10 -20.75 -23.67
H60 0.19 -21.28 -24.99
H61 2.84 -18.36 -23.87
H62 0.67 -31.12 -31.40
H63 -1.13 -20.55 -31.02
H64 4.20 -22.30 -31.99
H65 4.20 -18.60 -24.72
H66 3.46 -23.55 -30.27
H67 0.29 -23.29 -33.19
H68 2.19 -30.25 -31.07
H69 -8.04 -26.62 -28.65
H70 4.42 -21.13 -26.07
H71 2.08 -25.91 -27.72
H72 2.32 -23.94 -32.03
H73 1.88 -28.24 -27.04
H74 -5.15 -25.89 -29.44
H75 2.65 -18.49 -25.64
H76 -5.69 -22.35 -27.72

Values from the calculation:
E_HOMO (spin up / spin down) in eV: -7.445 / -7.445
HOMO-LUMO gap (spin up / spin down) in eV: 5.92 / 4.66
2S+1: 3
Expectation value of S²: 2.00

Löwdin atomic charge list, values in e, 99 entries:
1 Ni 1.0320
2 O -0.1367
3 O 0.0269
4 O -0.1323
5 O 0.0552
6 O 0.0508
7 O -0.0128
8 O -0.0001
9 O -0.0114
10 O 0.0267
11 O -0.0443
12 N -0.1046
13 N -0.5448
14 N -0.1093
15 N -0.1297
16 N -0.5371
17 N -0.0902
18 C -0.4632
19 C -0.0297
20 C 0.0030
21 C -0.0197
22 C -0.0290
23 C -0.0534
24 C -0.1213
25 C -0.1797
26 C -0.4890
27 C -0.4857
28 C -0.5014
29 C -0.1489
30 C -0.0026
31 C -0.0266
32 C -0.0408
33 C -0.1665
34 C -0.5060
35 C -0.0355
36 C -0.1140
37 C -0.1134
38 C -0.0215
39 C -0.0369
40 C -0.1463
41 C -0.1546
42 C -0.4622
43 C -0.1454
44 C -0.2056
45 C -0.1869
46 C -0.0361
47 C -0.4557
48 C -0.0247
49 C -0.0287
50 C -0.1456
51 C -0.0104
52 C -0.4893
53 C -0.0379
54 H 0.1144
55 H 0.1008
56 H 0.0771
57 H 0.1125
58 H 0.0553
59 H 0.0841
60 H 0.0766
61 H 0.1170
62 H 0.1022
63 H 0.0645
64 H 0.0789
65 H 0.0681
66 H 0.0932
67 H 0.0577
68 H 0.1079
69 H 0.1142
70 H 0.0514
71 H 0.1118
72 H 0.0728
73 H 0.1215
74 H 0.0787
75 H 0.0743
76 H 0.0821
77 H 0.1120
78 H 0.0765
79 H 0.0539
80 H 0.0964
81 H 0.1217
82 H 0.1153
83 H 0.1066
84 H 0.1110
85 H 0.1240
86 H 0.1035
87 H 0.1101
88 H 0.0790
89 H 0.0803
90 H 0.0668
91 H 0.1190
92 H 0.0580
93 H 0.1296
94 H 0.0777
95 H 0.0696
96 H 0.0918
97 H 0.0732
98 H 0.0828
99 H 0.0745

Number 1: strongest force on any atom 11.6 eV Å⁻¹. Number 2: strongest force on any atom 3.3 eV Å⁻¹. Number 3: strongest force on any atom 3.5 eV Å⁻¹.